No. 1
Molecular formula: C51H55CaO2S2
Method: DFT, wB97M-V/def2-TZVPD

```
111
Properties=species:S:1:pos:R:3:forces:R:3
Ca -1.349283 0.772447 -0.336023 0.20 0.17 0.12
C -3.547180 1.710915 -1.198267 0.01 -0.07 0.02
C -2.583441 2.195835 -2.123625 -0.02 0.03 -0.08
C -2.052819 1.052210 -2.814337 -0.09 -0.03 0.01
C -2.739633 -0.087605 -2.288196 0.01 0.05 -0.05
C -3.656847 0.309420 -1.300716 -0.04 -0.04 0.06
C -4.598351 -0.567126 -0.495076 -0.02 0.02 -0.03
C -4.294892 -2.047388 -0.723346 0.00 -0.02 -0.01
C -4.453762 -0.256807 1.001261 0.01 -0.01 0.02
C -6.042777 -0.280718 -0.925673 0.00 0.02 -0.01
C -1.116013 0.894757 -4.021533 0.01 0.01 0.02
C -0.573306 -0.540762 -4.083726 0.00 0.01 0.03
C -1.910078 1.132579 -5.315907 0.00 -0.01 0.00
C 0.127864 1.790771 -3.991948 0.01 0.03 0.01
C -2.262035 3.693647 -2.201889 -0.01 -0.03 0.00
C -3.280280 4.503775 -1.384953 -0.02 0.00 0.00
C -2.333530 4.238230 -3.631829 0.00 0.01 -0.04
C -0.896910 3.978173 -1.559763 -0.05 0.02 0.10
H -4.118774 2.325109 -0.518806 -0.06 0.00 -0.05
H -2.611837 -1.100508 -2.636681 0.01 -0.01 0.02
H -3.270823 -2.297092 -0.428905 0.00 0.00 0.01
H -4.422030 -2.320970 -1.771976 0.00 0.00 0.00
H -4.972011 -2.667252 -0.132863 0.00 0.01 0.00
H -3.444260 -0.495838 1.360182 0.01 0.01 0.00
H -5.148946 -0.856282 1.593007 -0.01 0.00 -0.01
H -4.661598 0.794100 1.212481 0.01 0.00 -0.01
H -6.174480 -0.492208 -1.987755 0.00 0.00 0.00
H -6.296696 0.767438 -0.760068 0.00 0.00 0.00
H -6.746095 -0.897020 -0.361023 0.01 0.00 0.00
H -1.355756 -1.283033 -4.241095 -0.01 0.01 0.00
H -0.031377 -0.796221 -3.169055 0.00 0.00 0.00
H 0.127001 -0.626500 -4.916805 0.01 0.00 0.00
H -2.737582 0.424182 -5.382455 0.00 0.00 0.00
H -1.268062 0.992354 -6.189151 0.01 0.00 0.01
H -2.330612 2.133718 -5.361088 -0.01 0.04 0.00
H 0.727834 1.611427 -3.092481 0.01 -0.01 0.00
H -0.096691 2.852568 -4.044431 0.07 -0.10 0.04
H 0.759620 1.555530 -4.850966 0.01 0.00 0.00
H -4.299226 4.349768 -1.741852 0.00 -0.01 -0.01
H -3.047275 5.565946 -1.477293 0.00 0.01 0.00
H -3.245064 4.252978 -0.321719 0.01 0.01 -0.02
H -3.323885 4.056138 -4.052862 0.00 0.00 0.00
H -1.600876 3.792017 -4.297269 -0.09 0.06 0.02
H -2.161111 5.316846 -3.627670 -0.01 0.00 0.01
H -0.945144 3.731929 -0.490990 0.00 0.00 0.00
H -0.651416 5.042452 -1.611744 0.02 -0.01 -0.02
H -0.074218 3.423170 -2.003546 0.05 -0.04 -0.07
C 2.071374 -4.686405 5.785364 -0.01 -0.01 0.01
C 1.444567 -4.095200 4.555575 0.02 0.02 0.00
C 1.126198 -4.905394 3.465466 0.07 -0.02 -0.01
C 0.558432 -4.373108 2.323558 -0.02 -0.01 0.00
C 0.310606 -3.008635 2.273571 -0.02 0.07 0.04
C 0.580253 -2.183482 3.349732 -0.05 -0.04 0.04
C 1.152572 -2.736257 4.484482 -0.04 -0.02 0.00
S -0.427600 -2.361154 0.798560 0.09 -0.01 0.08
O -0.728840 -0.895688 1.107059 -0.07 -0.11 -0.18
C 0.911752 -2.356973 -0.379174 0.06 0.00 0.02
C 0.575248 -3.019413 -1.580527 0.02 0.01 -0.02
C 1.460115 -3.039801 -2.617508 -0.03 -0.01 0.00
C 2.695030 -2.364063 -2.517767 0.01 -0.01 0.00
C 3.603953 -2.336391 -3.605562 -0.01 0.00 0.01
C 4.792079 -1.679693 -3.497081 0.01 0.01 -0.01
C 5.133869 -1.015234 -2.296502 0.00 -0.01 -0.02
C 4.285147 -1.024104 -1.231396 -0.03 -0.02 0.01
C 3.036256 -1.699245 -1.310410 0.00 0.01 -0.01
C 2.130452 -1.726602 -0.211107 -0.05 -0.01 0.00
C 2.595367 -1.162526 1.095764 0.00 0.00 -0.03
C 3.428002 -1.980935 1.923267 0.04 0.01 -0.02
C 3.800222 -3.296779 1.549731 -0.04 0.00 0.00
C 4.624261 -4.039694 2.345351 -0.03 -0.03 0.02
C 5.108673 -3.516566 3.562100 0.00 0.01 0.01
C 4.766187 -2.253462 3.949203 0.00 0.01 -0.01
C 3.928505 -1.453023 3.137088 0.03 0.03 -0.04
C 3.601858 -0.124044 3.508366 0.00 -0.01 0.00
C 2.840527 0.657840 2.697069 0.00 0.01 -0.01
C 2.343764 0.129832 1.482623 0.03 0.01 0.02
S 1.577818 1.217902 0.292288 -0.10 -0.05 0.01
O 2.637542 1.960943 -0.419406 0.02 0.00 0.01
C 0.739242 2.381067 1.377737 0.04 0.01 -0.07
C -0.331553 1.994838 2.185549 0.00 0.02 -0.03
C -1.087878 2.972231 2.816659 0.01 0.00 0.04
C -0.777900 4.326228 2.680109 0.01 0.00 0.00
C -1.623682 5.378206 3.338101 0.00 0.01 0.00
C 0.324864 4.676558 1.906229 0.00 0.00 0.00
C 1.072896 3.717806 1.237993 0.01 -0.01 0.01
H 2.801630 -5.451686 5.523070 0.00 0.00 0.00
H 1.313855 -5.157170 6.415200 0.00 0.00 0.00
H 2.571754 -3.922824 6.378867 0.00 0.01 0.00
H 1.336707 -5.966928 3.511492 0.00 0.00 0.00
H 0.317986 -5.012586 1.481442 0.00 0.01 0.00
H 0.365599 -1.125095 3.290726 0.00 -0.01 0.01
H 1.384671 -2.096381 5.327202 0.01 0.01 0.00
H -0.391714 -3.499984 -1.667482 0.00 0.00 0.00
H 1.209919 -3.547682 -3.540501 0.00 0.00 0.00
H 3.332604 -2.844849 -4.522198 0.00 0.00 0.00
H 5.479475 -1.659932 -4.332204 0.00 0.00 0.00
H 6.076417 -0.488926 -2.229429 0.00 0.00 0.00
H 4.549221 -0.497097 -0.324961 0.00 0.01 0.00
H 3.435895 -3.708750 0.617384 -0.01 -0.01 0.01
H 4.907814 -5.039301 2.042692 0.00 0.01 0.00
H 5.761824 -4.117137 4.181470 0.00 0.00 0.00
H 5.144802 -1.837775 4.874937 -0.01 0.00 0.01
H 3.994664 0.272360 4.436598 0.00 0.00 0.01
H 2.625611 1.684096 2.964179 0.00 0.00 0.00
H -0.545182 0.945102 2.359509 -0.01 -0.01 -0.01
H -1.917972 2.676323 3.447306 0.00 0.00 0.00
H -2.101401 4.997759 4.239699 0.00 0.00 0.00
H -2.412544 5.709731 2.659506 0.00 0.00 0.00
H -1.030206 6.251948 3.602937 0.00 0.00 0.00
H 0.591595 5.721604 1.805197 0.00 0.00 0.00
H 1.901457 3.988502 0.595631 0.00 0.01 0.00
```
Positions in Å, forces in eV/Å.

Summary:
Relative energy (zero: lowest compared OMol25 entry of this formula, charge and spin): 0.0 kJ/mol
Spin multiplicity: 1
Highest occupied orbital energy: -10.03 eV
E: -3600.76126 Eh
Total charge: +1
LUMO level: -2.804 eV

No. 2
Molecular formula: C51H57AsN2O2ReSTe
Method: DFT, wB97M-V/def2-TZVPD

```
116
Properties=species:S:1:pos:R:3:forces:R:3
Re 0.322637 -1.103807 -0.128341 -0.18 0.39 -0.32
C -0.410379 -2.311912 -2.822183 0.17 -0.06 -0.04
C 0.646294 -2.636400 -1.833079 -0.36 -0.16 0.28
C 1.854185 -1.986959 -2.371572 0.06 0.00 0.20
C 1.486951 -1.192875 -3.423672 -0.08 0.14 -0.03
C 0.070150 -1.389509 -3.692275 -0.09 0.06 -0.10
C -0.699127 -0.696224 -4.781316 0.04 -0.12 0.11
C 2.367459 -0.349669 -4.291609 -0.03 -0.04 -0.01
C 3.232755 -2.424352 -1.983200 -0.09 -0.13 -0.06
C 0.756007 -4.111385 -1.470011 0.11 0.11 -0.05
C -1.687391 -3.074361 -2.954237 0.12 0.23 0.15
H -1.708409 -0.450549 -4.440607 0.01 0.02 -0.05
H -0.794833 -1.322361 -5.673614 0.01 0.06 -0.03
H -0.211227 0.233819 -5.077909 -0.02 0.00 -0.02
H 2.079406 0.706280 -4.244859 0.02 -0.02 -0.02
H 2.275793 -0.656930 -5.336813 0.01 0.02 0.00
H 3.414968 -0.423905 -4.003709 -0.05 0.00 -0.06
H 3.402976 -2.362711 -0.906139 0.07 -0.02 -0.18
H 3.994440 -1.841040 -2.493464 -0.05 -0.22 0.02
H 3.366880 -3.471258 -2.275299 -0.01 0.00 0.02
H 1.624463 -4.306545 -0.841594 -0.08 -0.05 -0.06
H 0.861392 -4.702748 -2.387481 0.05 0.00 0.02
H -0.131148 -4.465099 -0.945888 0.03 -0.04 0.03
H -2.380544 -2.561388 -3.619442 -0.09 -0.02 0.00
H -2.170106 -3.255530 -1.992321 -0.11 -0.01 -0.01
H -1.468127 -4.056378 -3.386078 -0.06 -0.01 0.01
O -1.328278 -0.283181 -1.192437 0.64 -0.26 0.43
As -2.198143 1.143604 -0.949328 -0.77 0.24 -0.61
C -3.714790 0.834427 -2.126675 0.03 -0.15 0.06
C -4.074897 -0.486728 -2.355414 0.07 0.01 -0.06
C -5.198144 -0.789468 -3.112673 -0.03 0.05 0.02
C -5.987917 0.234757 -3.613660 0.00 -0.05 0.01
C -5.656774 1.556984 -3.349160 -0.03 0.03 0.00
C -4.523043 1.858182 -2.610739 0.17 0.06 0.02
C -3.228990 1.667127 0.608744 0.39 -0.06 0.19
C -3.979290 0.703576 1.270989 0.04 -0.09 -0.06
C -4.732560 1.065908 2.374984 -0.05 0.03 -0.01
C -4.754058 2.387025 2.805487 0.03 0.01 -0.02
C -4.024206 3.348927 2.123308 -0.03 0.01 -0.03
C -3.255716 2.990588 1.023575 0.15 -0.07 -0.06
C -1.163101 2.548741 -1.746031 0.10 0.02 0.10
C 0.111695 2.209721 -2.184204 -0.01 -0.09 0.07
C 0.907502 3.163103 -2.799128 -0.02 0.12 -0.07
C 0.422347 4.448473 -2.998157 -0.04 -0.02 0.09
C -0.864779 4.776029 -2.592067 0.02 0.06 0.00
C -1.660746 3.828724 -1.967651 -0.02 -0.05 0.09
H -3.462817 -1.270558 -1.940360 0.08 -0.17 0.00
H -5.455844 -1.824332 -3.301150 0.00 0.02 0.01
H -6.866335 0.006674 -4.204377 0.01 0.00 0.03
H -6.292411 2.355757 -3.710123 0.05 0.00 -0.04
H -4.269660 2.894138 -2.424903 -0.06 0.01 0.00
H -3.948549 -0.330401 0.950174 0.00 -0.04 0.00
H -5.305521 0.311833 2.899534 0.04 0.01 0.01
H -5.334870 2.663511 3.676129 -0.01 0.00 -0.02
H -4.039092 4.382841 2.444811 -0.01 -0.03 0.03
H -2.657511 3.732574 0.516028 0.10 0.07 0.05
H 0.472131 1.194682 -2.058826 0.05 0.02 -0.01
H 1.905100 2.904146 -3.130309 0.00 -0.04 0.03
H 1.043075 5.200049 -3.468547 0.01 -0.03 -0.03
H -1.247738 5.775392 -2.756577 -0.01 -0.02 -0.01
H -2.663651 4.090943 -1.657923 0.03 0.07 0.02
C 3.095716 1.954540 0.173549 0.02 -0.01 -0.04
C 4.200660 0.964970 -0.177411 -0.31 -0.18 -0.10
C 4.019394 0.505822 -1.621845 0.22 0.26 0.23
C 4.326067 -0.177461 0.831111 -0.29 0.05 -0.15
C 5.562223 -0.274365 1.458892 0.11 -0.04 0.04
C 5.828448 -1.212910 2.435967 -0.01 0.00 0.02
C 4.809131 -2.059706 2.822039 0.13 0.00 -0.01
C 3.554530 -2.031836 2.224851 -0.21 0.00 -0.03
C 2.521196 -2.983445 2.802841 -0.23 0.08 -0.18
C 1.404359 -2.216894 3.514143 0.09 -0.06 0.02
C 1.963868 -3.981623 1.785911 0.17 0.09 0.18
C 3.303488 -1.100768 1.189140 0.53 0.08 0.31
O 2.124508 -1.102364 0.528416 -0.08 0.01 -0.19
H 3.178892 2.854851 -0.443051 -0.01 -0.02 0.02
H 3.147730 2.241827 1.220678 -0.04 0.09 0.13
H 2.116868 1.516062 -0.017048 -0.10 0.02 0.06
H 5.147936 1.506862 -0.129444 0.04 -0.04 0.07
H 3.046216 0.038703 -1.752195 0.03 0.05 0.00
H 4.792542 -0.209439 -1.902551 0.01 0.15 -0.01
H 4.084793 1.365233 -2.296016 -0.01 0.01 0.02
H 6.344225 0.419621 1.169476 -0.05 0.00 -0.02
H 6.806760 -1.271464 2.895916 -0.03 0.02 0.02
H 4.983845 -2.772587 3.620135 -0.03 -0.02 -0.04
H 3.041361 -3.564795 3.567935 0.07 0.00 -0.02
H 0.811920 -1.635601 2.809294 0.00 0.01 0.05
H 1.822007 -1.518778 4.243213 -0.04 -0.01 -0.01
H 0.737047 -2.907452 4.034525 -0.01 0.00 -0.02
H 1.366800 -3.478430 1.030923 -0.04 -0.06 0.03
H 1.325761 -4.712426 2.288228 -0.03 0.01 -0.03
H 2.774766 -4.515464 1.284037 -0.03 -0.01 -0.01
C 0.623640 5.531734 1.205478 -0.08 -0.08 -0.02
C 0.813397 4.261881 1.980604 -0.07 -0.04 -0.02
C 1.504894 4.248452 3.184082 0.07 -0.02 0.04
C 1.675258 3.018199 3.791157 -0.04 -0.07 -0.09
N 1.168830 1.899257 3.288729 -0.01 -0.13 0.01
C 0.482224 2.010634 2.148404 0.52 0.22 0.02
S -0.346923 0.570506 1.588944 -0.56 -0.09 -0.38
N 0.302074 3.143115 1.460912 -0.06 0.03 0.04
H 0.796902 6.403338 1.834928 0.05 0.02 -0.05
H -0.384695 5.578944 0.795272 -0.01 -0.04 0.00
H 1.316667 5.551803 0.362365 0.02 0.03 0.00
H 1.900296 5.152822 3.625620 0.02 0.00 -0.05
H 2.241765 2.913358 4.710837 -0.03 0.04 0.02
Te -1.722216 -2.601149 0.748772 -0.10 -0.20 0.21
C -1.962421 -2.746230 2.859173 0.03 0.09 -0.14
C -1.912486 -1.664263 3.729737 -0.04 0.10 0.02
C -2.221569 -1.842461 5.071715 0.02 -0.06 -0.03
C -2.603383 -3.090563 5.545976 0.02 -0.03 0.03
C -2.670436 -4.168585 4.673684 0.03 0.05 0.03
C -2.344598 -3.997721 3.335006 0.06 -0.02 -0.10
H -1.620433 -0.685001 3.369273 -0.02 -0.10 0.05
H -2.158406 -0.999674 5.749413 -0.02 0.00 -0.01
H -2.840112 -3.223647 6.594686 -0.01 0.00 -0.03
H -2.964255 -5.146074 5.035544 0.00 0.01 -0.01
H -2.384915 -4.839338 2.651413 0.01 0.00 0.08
```
Positions in Å, forces in eV/Å.

Summary:
Relative energy (zero: lowest compared OMol25 entry of this formula, charge and spin): 63.6 kJ/mol
Spin multiplicity: 4
⟨S²⟩: 3.800
Highest occupied orbital energy (alpha / beta): -6.96 / -7.02 eV
E: -5217.78645 Eh
LUMO level (alpha / beta): -0.488 / -0.469 eV

Question: Which of these has the lowest E?
Answer: C51H57AsN2O2ReSTe